Record 1
{"formula": "C15H24F3NO6P", "method": "wB97M-V/def2-TZVPD", "energy_ev": -47149.0918, "total_charge": 1, "mol_weight_g_mol": 402.326, "largest_force_ev_per_a": 10.26, "symbols": ["O", "C", "O", "C", "O", "C", "C", "F", "F", "F", "C", "C", "P", "O", "O", "O", "H", "H", "H", "H", "C", "C", "C", "C", "N", "C", "C", "C", "C", "C", "H", "H", "H", "H", "H", "H", "H", "H", "H", "H", "H", "H", "H", "H", "H", "H", "H", "H", "H", "H"], "xyz": [[3.1831, -6.6287, 3.2308], [3.8330, -5.7275, 2.4516], [5.2722, -5.7933, 2.0460], [5.5376, -4.7225, 1.0327], [6.6658, -4.6939, 0.2801], [4.2546, -3.6522, 0.9582], [4.2049, -2.2355, 0.1345], [4.8762, -2.3487, -1.2062], [5.0547, -1.2646, 0.9175], [2.8630, -1.6185, 0.0237], [3.2322, -4.3190, 1.8103], [1.7058, -3.8150, 2.1330], [0.6077, -3.9293, 0.5401], [-0.4764, -5.0777, 0.6078], [1.5398, -4.1294, -0.9274], [-0.2158, -2.3581, 0.4431], [1.2347, -4.6123, 2.8839], [1.6270, -2.7800, 2.6773], [1.6635, -5.0992, -1.1620], [-0.3715, -2.1024, 1.4170], [-2.7927, 4.1141, -3.3484], [-3.5117, 4.3835, -2.0348], [-2.5996, 4.4893, -0.8013], [-1.4611, 3.4739, -0.6734], [-1.8489, 2.0481, -0.1922], [-0.9126, 1.0229, -0.8756], [0.3002, 0.9947, 0.0243], [-0.3164, 0.9819, 1.4047], [-1.5416, 1.8839, 1.3232], [-3.2849, 1.6442, -0.4688], [-2.2611, 3.1585, -3.3343], [-3.5167, 4.0641, -4.1678], [-2.0775, 4.9104, -3.5754], [-4.2790, 3.6193, -1.8850], [-4.0639, 5.3269, -2.1303], [-3.2097, 4.5075, 0.1102], [-2.1270, 5.4806, -0.8524], [-0.7225, 3.8559, 0.0398], [-0.9234, 3.3811, -1.6217], [-1.4205, 0.0511, -0.8793], [-0.7115, 1.3280, -1.9068], [0.9160, 1.8898, -0.1207], [0.9271, 0.1178, -0.1625], [0.3895, 1.3146, 2.1749], [-0.6264, -0.0356, 1.6646], [-1.3720, 2.8719, 1.7611], [-2.4047, 1.4251, 1.8155], [-3.4394, 1.6362, -1.5505], [-3.9558, 2.3346, 0.0467], [-3.4445, 0.6337, -0.0762]], "forces_ev_per_a": [[5.017, 6.745, -5.874], [-2.157, -2.840, 2.902], [-3.037, 2.293, -1.461], [5.057, 0.587, -3.763], [-8.416, -0.338, 5.850], [-2.022, -3.465, 2.645], [1.983, 1.357, -0.227], [-2.910, 0.465, 4.797], [-2.980, -3.010, -2.648], [4.410, -2.208, 0.246], [1.999, 1.914, -1.723], [0.844, -1.311, 0.642], [-3.920, -3.004, -1.674], [4.165, 4.109, 0.151], [-1.158, 0.271, 2.873], [1.984, -2.106, 1.833], [0.949, 1.586, -1.821], [0.536, -1.844, -1.370], [-0.661, 1.475, 0.735], [0.313, -0.699, -2.085], [-0.062, 0.047, -0.074], [-0.318, -0.075, -0.023], [-0.125, 0.120, -0.042], [-0.032, 0.115, 0.090], [0.149, -0.441, -0.025], [-0.137, 0.194, 0.055], [0.372, 0.001, -0.330], [0.302, -0.159, 0.631], [-0.270, 0.132, -0.189], [0.431, 0.188, 0.065], [0.025, 0.033, -0.083], [0.166, 0.048, 0.113], [0.001, -0.133, -0.027], [0.032, 0.096, -0.005], [0.128, -0.158, 0.138], [0.133, 0.006, -0.050], [0.143, -0.295, 0.131], [-0.225, -0.259, -0.041], [-0.286, -0.195, 0.122], [0.053, 0.234, 0.069], [-0.209, 0.006, 0.237], [-0.070, -0.128, -0.025], [-0.152, 0.162, -0.025], [-0.243, -0.045, -0.135], [0.010, 0.195, -0.048], [-0.131, -0.184, -0.237], [0.075, 0.236, -0.248], [-0.050, 0.106, 0.249], [0.104, -0.083, -0.254], [0.193, 0.259, -0.068]], "lowdin_charge": [0.05, -0.14, 0.04, -0.13, 0.05, 0.09, -0.16, 0.04, 0.01, 0.01, -0.03, -0.16, 0.74, -0.36, -0.21, -0.24, 0.13, 0.12, 0.11, 0.07, -0.10, -0.26, -0.18, -0.10, -0.21, -0.09, -0.15, -0.15, -0.07, 0.02, 0.06, 0.09, 0.09, 0.09, 0.12, 0.12, 0.13, 0.13, 0.12, 0.13, 0.14, 0.13, 0.11, 0.13, 0.10, 0.13, 0.13, 0.11, 0.11, 0.11]}

=====

Record 2
{"formula": "C3H10OS", "method": "wB97M-V/def2-TZVPD", "energy_ev": -16154.6973, "total_charge": 0, "smiles": "CSC.CO", "mol_weight_g_mol": 94.179, "largest_force_ev_per_a": 2.48, "symbols": ["C", "S", "C", "H", "H", "H", "H", "H", "H", "C", "O", "H", "H", "H", "H"], "xyz": [[-1.8130, 0.7175, -1.3089], [-0.4591, 1.1698, -0.2717], [0.4949, 2.1629, -1.3297], [-2.2797, 1.6617, -1.7879], [-1.5036, 0.0672, -2.1909], [-2.5501, 0.2973, -0.6244], [-0.1757, 2.7577, -1.9308], [1.0346, 1.4338, -1.9753], [1.1325, 2.7896, -0.6945], [0.6627, -2.2424, 1.9683], [2.0240, -2.5445, 1.9874], [0.3986, -1.2554, 1.4732], [0.2960, -2.0787, 3.0312], [0.0993, -3.1288, 1.5097], [2.6385, -1.8077, 2.1443]], "forces_ev_per_a": [[-0.595, 1.101, -2.146], [-0.578, -0.611, 1.968], [0.852, -0.514, -0.948], [0.617, -1.361, 0.837], [-0.559, 0.412, 1.338], [-0.026, -0.371, -0.474], [0.034, 0.460, -0.232], [0.189, 1.108, 0.178], [0.070, -0.215, -0.513], [-1.656, 0.923, 0.873], [1.209, -0.412, -0.370], [0.385, -1.302, -0.015], [0.141, -0.497, -0.995], [0.870, 1.430, 0.566], [-0.953, -0.150, -0.067]], "lowdin_charge": [-0.47, 0.72, -0.47, 0.06, 0.06, 0.02, 0.03, 0.05, 0.04, -0.20, -0.14, 0.05, 0.08, 0.10, 0.09]}

=====

Record 3
{"formula": "C6H10", "method": "wB97M-V/def2-TZVPD", "energy_ev": -6380.5151, "total_charge": 0, "mol_weight_g_mol": 82.146, "largest_force_ev_per_a": 0.69, "symbols": ["C", "C", "C", "C", "C", "C", "H", "H", "H", "H", "H", "H", "H", "H", "H", "H"], "xyz": [[-1.5985, -1.5203, -0.2801], [-0.5679, -0.4890, -0.7118], [-0.4785, -0.3711, -2.0079], [0.2213, 0.2860, 0.3360], [0.1102, 1.7949, 0.1129], [1.6868, -0.1571, 0.3814], [-2.3692, -1.0333, 0.3266], [-2.0894, -2.0019, -1.1310], [-1.1222, -2.2973, 0.3275], [-0.2370, 0.0501, 1.3051], [0.5714, 2.0734, -0.8412], [0.6234, 2.3383, 0.9143], [-0.9354, 2.1170, 0.0894], [2.1983, 0.1082, -0.5504], [2.2055, 0.3412, 1.2085], [1.7812, -1.2391, 0.5206]], "forces_ev_per_a": [[-0.138, -0.147, 0.039], [0.110, 0.104, -0.571], [-0.090, -0.098, 0.673], [0.009, 0.032, 0.093], [0.008, 0.107, -0.027], [0.086, -0.036, 0.003], [0.104, -0.022, -0.092], [0.090, 0.067, 0.110], [-0.004, 0.111, -0.109], [0.025, -0.010, -0.119], [-0.070, -0.014, 0.131], [-0.066, -0.075, -0.114], [0.152, -0.044, -0.006], [-0.100, -0.049, 0.121], [-0.077, -0.076, -0.107], [-0.040, 0.150, -0.024]], "lowdin_charge": [-0.07, -0.45, 0.24, -0.42, -0.08, -0.08, 0.09, 0.07, 0.09, 0.13, 0.08, 0.08, 0.08, 0.08, 0.08, 0.08]}

=====

Record 4
{"formula": "C19H16ClKN2O5S", "method": "wB97M-V/def2-TZVPD", "energy_ev": -72864.7150, "total_charge": 0, "mol_weight_g_mol": 458.964, "largest_force_ev_per_a": 0.43, "symbols": ["K", "O", "C", "O", "C", "C", "Cl", "N", "N", "C", "C", "O", "O", "C", "C", "C", "C", "C", "C", "H", "H", "H", "H", "H", "H", "C", "C", "C", "C", "C", "C", "C", "S", "C", "O", "H", "H", "H", "H", "H", "H", "H", "H", "H", "H"], "xyz": [[-1.3083, 0.9563, 0.1897], [4.6844, 2.0815, -0.7096], [3.9952, 2.7343, -1.6143], [4.4372, 3.6779, -2.2270], [2.6109, 2.2281, -1.9045], [1.8706, 2.5500, -3.0204], [2.2637, 3.6406, -4.2609], [0.6826, 1.8926, -2.9463], [0.5983, 1.2027, -1.7879], [1.7477, 1.3823, -1.1580], [1.9928, 0.6987, 0.1767], [3.1803, 0.4534, 0.4737], [0.9814, 0.4392, 0.8572], [-0.3681, 1.7988, -3.9060], [-0.0781, 1.7920, -5.2653], [-1.1065, 1.7209, -6.1909], [-2.4247, 1.6295, -5.7727], [-2.7066, 1.5807, -4.4165], [-1.6856, 1.6638, -3.4836], [4.1374, 1.3473, -0.2524], [0.9476, 1.8277, -5.5952], [-0.8712, 1.7215, -7.2467], [-3.2250, 1.5710, -6.4980], [-3.7286, 1.4676, -4.0798], [-1.9253, 1.5396, -2.4383], [-0.0670, -1.3391, 6.7991], [-0.2807, -1.5944, 5.3314], [-1.5703, -1.7652, 4.8194], [-1.7676, -1.9842, 3.4701], [-0.6697, -2.0389, 2.6166], [0.6129, -1.8406, 3.0980], [0.7986, -1.6321, 4.4580], [-0.8967, -2.3037, 0.8655], [-1.6118, -3.9548, 0.9596], [-2.0411, -1.4368, 0.4162], [-0.9697, -1.5462, 7.3714], [0.2072, -0.2952, 6.9633], [0.7428, -1.9548, 7.1901], [-2.4206, -1.7268, 5.4892], [-2.7705, -2.0982, 3.0751], [1.4495, -1.8131, 2.4115], [1.8000, -1.4772, 4.8408], [-2.5214, -3.9058, 1.5547], [-0.8870, -4.6328, 1.4072], [-1.8387, -4.2583, -0.0604]], "forces_ev_per_a": [[-0.276, 0.311, -0.014], [0.068, -0.003, 0.080], [-0.094, -0.019, -0.206], [0.015, -0.019, 0.071], [0.004, -0.020, 0.180], [0.099, -0.023, 0.050], [-0.072, 0.003, -0.068], [0.044, 0.120, -0.068], [-0.088, -0.119, 0.063], [0.200, 0.093, -0.256], [0.050, -0.025, 0.091], [-0.097, -0.016, -0.019], [0.007, -0.180, 0.126], [-0.017, -0.002, -0.028], [0.033, 0.006, 0.082], [-0.040, -0.006, 0.003], [0.002, 0.002, -0.028], [0.006, -0.014, -0.012], [-0.015, -0.179, -0.008], [0.009, 0.098, -0.070], [0.004, 0.006, -0.039], [0.017, 0.002, 0.001], [0.001, 0.003, 0.000], [0.004, 0.001, 0.017], [0.103, 0.240, 0.021], [0.015, 0.034, -0.088], [-0.135, -0.018, 0.080], [0.157, 0.019, 0.045], [-0.016, -0.027, -0.133], [-0.201, 0.045, 0.013], [0.065, 0.010, -0.034], [0.027, -0.007, -0.068], [0.176, -0.382, 0.092], [0.067, 0.139, -0.018], [-0.151, -0.038, 0.077], [0.007, -0.003, 0.019], [-0.005, -0.005, 0.033], [-0.005, -0.007, 0.010], [-0.001, 0.004, 0.005], [0.013, -0.007, -0.014], [0.015, 0.004, 0.018], [0.008, 0.003, -0.015], [-0.012, -0.026, 0.002], [0.009, 0.005, 0.005], [-0.001, -0.005, 0.002]], "lowdin_charge": [0.89, 0.12, -0.52, 0.06, -0.05, -0.57, 0.83, -0.07, 0.09, -0.12, -0.59, 0.03, -0.15, -0.18, -0.04, -0.07, -0.08, -0.08, -0.02, 0.05, 0.08, 0.11, 0.10, 0.11, 0.07, -0.05, -0.26, -0.04, -0.07, -0.40, -0.06, -0.02, 0.92, -0.23, -0.65, 0.07, 0.09, 0.08, 0.11, 0.11, 0.11, 0.12, 0.05, 0.06, 0.05]}

=====

Record 5
{"formula": "C10H9I", "method": "wB97M-V/def2-TZVPD", "energy_ev": -18614.9218, "total_charge": 0, "smiles": "C[C@@]1(I)C=Cc2ccccc21", "mol_weight_g_mol": 256.086, "largest_force_ev_per_a": 5.09, "symbols": ["C", "C", "I", "C", "C", "C", "C", "C", "C", "C", "C", "H", "H", "H", "H", "H", "H", "H", "H", "H"], "xyz": [[0.1192, -0.5647, -2.4694], [-0.6443, -0.5148, -1.2106], [-2.7679, -0.1027, -1.5728], [-0.6613, -1.9640, -0.5834], [-0.3335, -1.8435, 0.6978], [-0.0150, -0.4895, 0.9860], [0.4678, -0.0092, 2.1942], [0.8321, 1.3705, 2.2848], [0.5300, 2.1968, 1.2471], [0.0375, 1.7367, 0.0261], [-0.2017, 0.4298, -0.1184], [0.2753, -1.6259, -2.9443], [1.2214, -0.3001, -2.0715], [-0.1983, 0.1988, -3.2720], [-0.9077, -2.8365, -1.0537], [-0.2499, -2.6542, 1.3956], [0.7174, -0.5032, 3.0595], [1.2859, 1.8955, 3.0780], [0.6637, 3.3220, 1.1934], [-0.1708, 2.2581, -0.8666]], "forces_ev_per_a": [[3.512, 0.376, -1.930], [-1.606, -1.778, 0.036], [-0.050, 0.043, -0.166], [0.473, 3.860, 1.436], [0.021, -0.907, -0.724], [0.654, 2.322, 1.690], [0.703, 2.999, -1.414], [-1.184, -0.614, -1.214], [-0.068, 2.805, -1.994], [-0.137, -0.559, -0.223], [-0.185, -4.826, 1.611], [-0.845, 2.051, 0.856], [-2.068, -0.392, -1.342], [0.668, -1.214, 1.277], [-0.683, -1.821, -1.593], [0.008, -0.141, 0.281], [0.138, -2.024, 1.551], [0.393, -0.313, 1.423], [0.255, -1.469, 0.906], [0.001, 1.602, -0.466]], "lowdin_charge": [-0.16, -0.81, 0.84, -0.11, -0.05, -0.19, 0.01, -0.07, -0.10, -0.06, -0.25, 0.11, 0.14, 0.09, 0.08, 0.12, 0.08, 0.09, 0.13, 0.11]}

=====

Record 6
{"formula": "C24H16Br2Cl5NO3ReS", "method": "wB97M-V/def2-TZVPD", "energy_ev": -248427.7615, "total_charge": 2, "multiplicity": 2, "mol_weight_g_mol": 921.743, "largest_force_ev_per_a": 0.36, "symbols": ["Re", "Cl", "C", "C", "Cl", "C", "Cl", "C", "O", "C", "Cl", "C", "Cl", "C", "C", "C", "C", "C", "C", "Br", "C", "C", "Br", "C", "O", "C", "N", "H", "H", "H", "H", "H", "H", "C", "C", "C", "C", "C", "C", "C", "S", "C", "O", "H", "H", "H", "H", "H", "H", "H", "H", "H", "H"], "xyz": [[0.3869, 0.0750, 0.0712], [3.7363, -5.9015, -2.7879], [3.1142, -4.5408, -1.9766], [2.0554, -3.8216, -2.5418], [1.3771, -4.2924, -4.0356], [1.5528, -2.7116, -1.8737], [0.2523, -1.7880, -2.5257], [2.1032, -2.3326, -0.6571], [1.6020, -1.2482, 0.0105], [3.1506, -3.0390, -0.0818], [3.7712, -2.5247, 1.4274], [3.6621, -4.1508, -0.7476], [4.9477, -5.0291, -0.0576], [-0.1996, -2.4018, 2.3568], [-1.3606, -2.1120, 1.4648], [-2.5259, -2.8959, 1.5108], [-3.5916, -2.6377, 0.6885], [-3.5365, -1.5482, -0.2072], [-4.5643, -1.1178, -1.0904], [-6.1767, -2.0673, -1.1820], [-4.3911, -0.0095, -1.8792], [-3.1961, 0.7372, -1.8284], [-2.9888, 2.2567, -2.8948], [-2.1928, 0.3375, -0.9859], [-1.0124, 0.9966, -0.8098], [-2.3538, -0.8059, -0.2008], [-1.2744, -1.1028, 0.5922], [-0.5234, -2.9576, 3.2335], [0.2778, -1.4776, 2.6851], [0.5438, -3.0078, 1.8343], [-2.5653, -3.7122, 2.2176], [-4.4823, -3.2502, 0.7361], [-5.1789, 0.3103, -2.5465], [1.1540, 8.0023, 2.4556], [1.1390, 6.7496, 1.6355], [0.0634, 6.4453, 0.8069], [0.0605, 5.2920, 0.0399], [1.1626, 4.4451, 0.1014], [2.2549, 4.7198, 0.9320], [2.2287, 5.8652, 1.6916], [1.0844, 3.0411, -0.9111], [2.6798, 2.9691, -1.7051], [1.2565, 1.7975, 0.1067], [0.2008, 8.5235, 2.4107], [1.9308, 8.6779, 2.0929], [1.3818, 7.7782, 3.4979], [-0.7834, 7.1170, 0.7610], [-0.7795, 5.0586, -0.6026], [3.0964, 4.0424, 0.9932], [3.0622, 6.0942, 2.3434], [3.4614, 2.9634, -0.9491], [2.7602, 3.8535, -2.3365], [2.7022, 2.0689, -2.3152]], "forces_ev_per_a": [[-0.097, -0.254, 0.080], [-0.001, 0.007, 0.001], [0.012, -0.003, 0.018], [-0.013, 0.009, -0.017], [0.010, 0.005, 0.013], [-0.024, -0.020, -0.035], [-0.022, 0.041, 0.079], [-0.044, 0.004, -0.001], [-0.034, 0.121, -0.031], [0.032, -0.008, 0.019], [0.001, 0.008, 0.015], [-0.027, 0.014, -0.013], [0.009, -0.006, 0.006], [-0.066, 0.029, 0.020], [0.088, -0.099, 0.123], [0.023, 0.019, 0.005], [0.010, 0.071, -0.050], [-0.004, -0.087, 0.055], [-0.025, 0.026, -0.033], [0.001, -0.003, 0.003], [-0.003, -0.029, 0.030], [0.024, 0.016, 0.009], [0.001, -0.009, 0.010], [-0.021, 0.015, -0.045], [0.032, -0.141, 0.112], [-0.022, 0.047, -0.077], [0.082, 0.262, -0.236], [-0.006, -0.005, -0.013], [0.034, -0.018, -0.004], [0.028, 0.009, -0.006], [0.011, 0.002, 0.004], [-0.005, 0.001, -0.004], [-0.002, -0.003, -0.001], [-0.004, -0.001, 0.000], [0.037, -0.002, 0.020], [-0.030, -0.014, -0.027], [-0.011, 0.041, 0.018], [0.111, -0.074, 0.051], [-0.060, -0.009, -0.034], [-0.026, 0.026, 0.001], [0.018, -0.009, -0.112], [-0.019, 0.090, 0.080], [-0.023, -0.035, -0.005], [0.001, 0.002, 0.001], [0.000, 0.000, 0.000], [0.001, 0.000, 0.000], [0.001, 0.002, 0.001], [-0.002, -0.005, -0.002], [0.013, 0.011, 0.011], [0.003, -0.004, -0.001], [0.026, -0.025, -0.034], [-0.017, -0.002, -0.007], [0.001, -0.013, 0.002]], "lowdin_charge": [1.68, 0.77, -0.68, -0.69, 0.76, -0.59, 0.79, -0.37, -0.31, -0.62, 0.79, -0.69, 0.77, -0.01, -0.25, 0.03, 0.05, -0.16, -0.60, 0.89, -0.12, -0.59, 0.88, -0.36, -0.31, -0.17, -0.02, 0.10, 0.08, 0.09, 0.13, 0.11, 0.11, -0.02, -0.22, 0.00, -0.06, -0.43, -0.05, 0.00, 1.10, -0.19, -0.65, 0.09, 0.10, 0.10, 0.13, 0.12, 0.12, 0.13, 0.07, 0.09, 0.07]}